a) 4 unconnected molecules or ions with the total composition C2H14NO3. Source: the Open Molecules 2025 dataset; level of theory: ωB97M-V/def2-TZVPD.

Bonds (Å) are listed after each position.
Geometry (Å):
1 O -0.318 -1.297 -2.634  H9 0.970, H17 0.962
2 O -2.273 -2.307 0.862  H13 0.964, H20 0.968
3 O 1.300 0.935 -1.725  H16 0.969, H18 0.963
4 N 1.459 1.726 0.951  C6 1.501, H7 1.015, H8 1.010, H12 1.022
5 C -0.028 -0.070 1.774  C6 1.513, H10 1.079, H14 1.091, H19 1.087
6 C 0.093 1.411 1.487  N4 1.501, C5 1.513, H11 1.080, H15 1.078
7 H 1.441 2.578 0.399  N4 1.015
8 H 2.113 1.841 1.712  N4 1.010
9 H -0.215 -2.261 -2.628  O1 0.970
10 H 0.710 -0.392 2.492  C5 1.079
11 H -0.648 1.722 0.764  C6 1.080
12 H 1.802 1.005 0.313  N4 1.022
13 H -2.844 -2.997 0.505  O2 0.964
14 H -0.003 -0.716 0.896  C5 1.091
15 H -0.052 1.982 2.390  C6 1.078
16 H 1.218 0.062 -2.138  O3 0.969
17 H -0.955 -1.147 -3.338  O1 0.962
18 H 0.719 1.474 -2.269  O3 0.963
19 H -0.995 -0.292 2.217  C5 1.087
20 H -2.772 -1.503 0.657  O2 0.968

Values from the calculation:
- E_HOMO (eV) = -14.4
- frontier orbital gap (eV) = 11.3
- total charge = +1

And the Mulliken charges, in e, turn out to be: number 1, O, carries -0.624; number 2, O, carries -0.618; number 3, O, carries -0.606; number 4, N, carries -0.262; number 5, C, carries -1.179; number 6, C, carries -0.241; number 7, H, carries 0.326; number 8, H, carries 0.365; number 9, H, carries 0.325; number 10, H, carries 0.374; number 11, H, carries 0.274; number 12, H, carries 0.312; number 13, H, carries 0.301; number 14, H, carries 0.336; number 15, H, carries 0.346; number 16, H, carries 0.334; number 17, H, carries 0.302; number 18, H, carries 0.284; number 19, H, carries 0.338; number 20, H, carries 0.312

***

b) 4 unconnected molecules or ions with the total composition C2H14NO3. Source: the Open Molecules 2025 dataset; level of theory: ωB97M-V/def2-TZVPD.

Bonds (Å) are listed after each position.
Geometry (Å):
1 O -0.346 -1.327 -2.771  H12 0.909, H20 1.005
2 O -2.172 -2.367 0.750  H15 0.995, H19 0.920
3 O 1.204 0.987 -1.526  H11 0.950, H14 0.956
4 N 1.407 1.842 0.875  C6 1.560, H9 0.971, H10 0.971, H17 0.943
5 C 0.168 -0.044 1.917  C6 1.507, H7 1.101, H8 1.026, H18 1.148
6 C 0.014 1.360 1.389  N4 1.560, C5 1.507, H13 1.096, H16 1.043
7 H -0.769 -0.368 2.397  C5 1.101
8 H 0.883 -0.095 2.651  C5 1.026
9 H 1.723 1.314 0.124  N4 0.971
10 H 1.252 2.757 0.589  N4 0.971
11 H 1.297 0.070 -1.758  O3 0.950
12 H -0.443 -2.166 -2.436  O1 0.909
13 H -0.730 1.474 0.592  C6 1.096
14 H 0.617 1.321 -2.202  O3 0.956
15 H -2.772 -3.001 1.227  O2 0.995
16 H -0.234 2.003 2.172  C6 1.043
17 H 2.019 1.884 1.591  N4 0.943
18 H 0.283 -0.825 1.083  C5 1.148
19 H -2.562 -2.295 -0.081  O2 0.920
20 H -0.993 -1.211 -3.532  O1 1.005

Values from the calculation:
- E_HOMO (eV) = -14.5
- frontier orbital gap (eV) = 11.6
- total charge = +1

And the Mulliken charges, in e, turn out to be: number 1, O, carries -0.592; number 2, O, carries -0.598; number 3, O, carries -0.626; number 4, N, carries -0.154; number 5, C, carries -1.131; number 6, C, carries -0.275; number 7, H, carries 0.327; number 8, H, carries 0.430; number 9, H, carries 0.223; number 10, H, carries 0.317; number 11, H, carries 0.311; number 12, H, carries 0.289; number 13, H, carries 0.266; number 14, H, carries 0.277; number 15, H, carries 0.322; number 16, H, carries 0.403; number 17, H, carries 0.321; number 18, H, carries 0.277; number 19, H, carries 0.295; number 20, H, carries 0.316

***

c) 4 unconnected molecules or ions with the total composition C2H14NO3. Source: the Open Molecules 2025 dataset; level of theory: ωB97M-V/def2-TZVPD.

Bonds (Å) are listed after each position.
Geometry (Å):
1 O 1.434 -2.886 0.601  H10 0.933, H18 0.874
2 O -2.413 1.872 -1.896  H7 0.979, H8 0.936
3 O 2.818 1.543 2.658  H9 1.018, H11 1.005
4 N -1.212 -0.445 -0.274  C5 1.601, C6 1.604, H17 1.016, H19 1.030
5 C -0.045 0.055 0.701  N4 1.601, H12 1.153, H15 1.197, H20 1.120
6 C -0.678 -0.437 -1.786  N4 1.604, H13 1.170, H14 1.131, H16 1.087
7 H -3.359 1.867 -1.645  O2 0.979
8 H -2.073 2.743 -1.949  O2 0.936
9 H 2.462 2.310 2.092  O3 1.018
10 H 1.032 -3.504 1.172  O1 0.933
11 H 3.470 2.244 2.961  O3 1.005
12 H 0.478 1.082 0.654  C5 1.153
13 H 0.487 -0.519 -1.853  C6 1.170
14 H -0.844 0.601 -2.204  C6 1.131
15 H 0.810 -0.782 0.687  C5 1.197
16 H -0.944 -1.350 -2.314  C6 1.087
17 H -1.012 -1.440 -0.226  N4 1.016
18 H 2.284 -2.722 0.726  O1 0.874
19 H -2.065 -0.187 0.244  N4 1.030
20 H -0.631 -0.045 1.651  C5 1.120

Values from the calculation:
- E_HOMO (eV) = -14.4
- frontier orbital gap (eV) = 11.3
- total charge = +1

And the Mulliken charges, in e, turn out to be: number 1, O, carries -0.603; number 2, O, carries -0.613; number 3, O, carries -0.603; number 4, N, carries -0.174; number 5, C, carries -0.595; number 6, C, carries -0.752; number 7, H, carries 0.299; number 8, H, carries 0.304; number 9, H, carries 0.283; number 10, H, carries 0.309; number 11, H, carries 0.329; number 12, H, carries 0.231; number 13, H, carries 0.305; number 14, H, carries 0.286; number 15, H, carries 0.227; number 16, H, carries 0.424; number 17, H, carries 0.339; number 18, H, carries 0.279; number 19, H, carries 0.375; number 20, H, carries 0.349

***

What should be chosen as the least stable of them? Choose c).

***

a) 2 unconnected molecules or ions with the total composition C2H7ClOSi. Source: the Open Molecules 2025 dataset; level of theory: ωB97M-V/def2-TZVPD.

Bonds (Å) are listed after each position.
Geometry (Å):
1 Cl 4.006 -0.626 0.321  H12 1.228
2 Si 0.040 -0.009 -0.478  O3 1.547, C4 1.885, C5 1.902
3 O 1.316 -0.012 -1.351  Si2 1.547
4 C -1.582 0.863 -0.886  Si2 1.885, H6 1.092, H9 1.189, H11 1.120
5 C -0.272 -0.786 1.229  Si2 1.902, H7 1.115, H8 1.059, H10 1.131
6 H -2.314 0.224 -0.387  C4 1.092
7 H -0.682 0.101 1.768  C5 1.115
8 H 0.612 -1.119 1.707  C5 1.059
9 H -1.887 0.970 -2.030  C4 1.189
10 H -1.151 -1.498 1.251  C5 1.131
11 H -1.630 1.913 -0.500  C4 1.120
12 H 3.544 -0.021 -0.643  Cl1 1.228

Values from the calculation:
- E_HOMO (eV) = -10.2
- frontier orbital gap (eV) = 10.4
- structure (SMILES) = C[Si](C)=O.Cl

And the Mulliken charges, in e, turn out to be: number 1, Cl, carries -0.259; number 2, Si, carries 0.681; number 3, O, carries -0.583; number 4, C, carries -0.904; number 5, C, carries -0.958; number 6, H, carries 0.265; number 7, H, carries 0.287; number 8, H, carries 0.319; number 9, H, carries 0.267; number 10, H, carries 0.318; number 11, H, carries 0.321; number 12, H, carries 0.248

***

b) 2 unconnected molecules or ions with the total composition C2H7ClOSi. Source: the Open Molecules 2025 dataset; level of theory: ωB97M-V/def2-TZVPD.

Bonds (Å) are listed after each position.
Geometry (Å):
1 Cl 2.847 0.309 0.040  Si2 2.058
2 Si 0.797 0.129 0.008  Cl1 2.058, C4 1.914, C5 1.897
3 O 0.352 -2.834 -0.157  H10 1.046
4 C 0.067 0.514 -1.719  Si2 1.914, H6 1.026, H8 1.090, H9 1.020
5 C -0.171 0.322 1.628  Si2 1.897, H7 1.012, H11 1.128, H12 1.199
6 H -0.452 1.393 -1.818  C4 1.026
7 H -1.176 0.309 1.512  C5 1.012
8 H -0.671 -0.235 -2.008  C4 1.090
9 H 0.800 0.560 -2.427  C4 1.020
10 H 1.110 -3.342 0.354  O3 1.046
11 H -0.134 1.371 2.040  C5 1.128
12 H 0.100 -0.591 2.356  C5 1.199

Values from the calculation:
- E_HOMO (eV) = -8.2
- frontier orbital gap (eV) = 7.6

And the Mulliken charges, in e, turn out to be: number 1, Cl, carries -0.187; number 2, Si, carries 0.713; number 3, O, carries -0.808; number 4, C, carries -1.102; number 5, C, carries -0.953; number 6, H, carries 0.430; number 7, H, carries 0.373; number 8, H, carries 0.349; number 9, H, carries 0.347; number 10, H, carries 0.206; number 11, H, carries 0.354; number 12, H, carries 0.278

***

What should be chosen as the least stable of them? Choose b).